A.
The following is a DFT calculation (wB97M-V/def2-TZVPD) of a cluster of 2 separate species, C3H6N2 in total.

Geometry (Å):
C (0.2288, -0.6100, -1.2012)
C (1.0875, -1.1042, -0.3676)
N (1.7547, -1.7463, 0.4129)
H (0.3225, -0.0847, -2.1646)
H (-0.7668, -0.9138, -0.9658)
H (2.0811, -1.2687, 1.2894)
C (-0.8469, 0.8996, 0.9387)
N (-0.6167, 1.4295, -0.1462)
H (-1.5999, 1.1561, 1.6957)
H (-0.5025, -0.0388, 1.0181)
H (-1.1418, 2.2813, -0.5094)

LUMO level: 1.00 eV
Spin multiplicity: 1
SMILES string: C=C=N.C=N
HOMO: -8.055 eV

natural (NBO) population analysis, charges in e, atoms 1 to 4: -0.598, 0.375, -0.648, 0.251

=====

B.
The following is a DFT calculation (wB97M-V/def2-TZVPD) of the molecule C3H6N2.

Geometry (Å):
H (2.8578, 0.6224, 0.4072)
N (1.9986, 0.0668, 0.3089)
C (0.9780, 0.8341, 0.1879)
C (-0.5748, 0.2607, 0.1587)
C (-0.5252, -1.0674, -0.4462)
N (-1.5420, 1.0181, 0.4726)
H (-2.4522, 0.5539, 0.4131)
H (1.0457, 1.9342, 0.2572)
H (-0.2083, -1.0314, -1.4882)
H (0.0719, -1.7611, 0.1471)
H (-1.6495, -1.4301, -0.4182)

LUMO level: 0.78 eV
Spin multiplicity: 1
SMILES string: [H]/N=C/C(C)=N/[H]
HOMO: -9.763 eV

natural (NBO) population analysis, charges in e, atoms 1 to 4: 0.348, -0.615, 0.085, 0.279

=====

What should be chosen as the most stable of them? Choose B.